The following is a DFT calculation (ωB97M-V/def2-TZVPD) of C27H38N4O4 as an isolated structure at a distorted geometry.

XYZ file:
```
73
Properties=species:S:1:pos:R:3:forces:R:3
C -0.828 -3.161 5.505 2.1260 -1.7108 -1.4839
C -1.065 -2.756 4.022 0.9651 -4.3084 3.3299
C -0.546 -3.356 2.803 -1.7644 0.7691 4.8775
C -1.259 -2.569 1.952 -2.0906 3.6888 6.2731
N -1.994 -1.517 2.623 -0.1104 -1.8374 -4.3529
O -1.988 -1.846 3.948 2.3559 -0.0239 -1.4379
N -1.380 -2.788 0.717 4.3584 -4.5284 -5.2761
C -0.252 -3.567 -0.049 -3.2334 -0.5530 1.1596
O 0.500 -4.378 0.488 -1.5791 2.6483 -1.6807
C -0.541 -3.413 -1.595 -0.5552 -2.4820 0.7341
C 0.460 -2.534 -2.207 -5.2649 4.6518 1.6133
C -0.063 -1.049 -1.832 -6.9355 3.4689 1.0853
O -1.314 -0.666 -1.270 5.6109 -4.4625 -2.5631
N 0.518 0.032 -2.342 1.6463 1.2847 1.2721
C 1.917 0.111 -2.866 -6.1561 -5.4470 -5.1117
H 1.912 -1.048 -3.172 1.4995 2.6704 -0.1786
H 1.636 0.773 -3.765 1.7322 -1.0508 0.9075
C 2.846 0.545 -1.964 8.7750 -0.9884 0.0279
H 3.946 0.645 -2.734 -2.9740 0.0160 2.3873
H 2.612 1.469 -1.695 -0.6546 4.3812 1.3670
C 3.280 -0.282 -0.711 -6.7423 -4.6130 -8.2881
C 3.846 0.323 0.308 6.1998 8.4880 2.9409
H 3.337 1.292 0.483 0.3602 -0.4401 0.4731
H 3.967 -0.214 1.181 0.5501 -1.0851 1.7435
H 5.178 0.856 -0.124 -3.6343 -1.7416 1.3640
C 4.033 -1.506 -1.192 0.5747 -1.9830 2.5684
H 4.006 -2.064 -0.160 0.8631 0.1381 -2.0144
H 5.131 -1.326 -1.517 -2.0091 -0.0995 0.5214
H 3.479 -2.178 -1.869 0.4280 0.5308 -0.0327
H 2.148 -0.598 -0.375 2.2924 0.0286 -0.1898
C 0.084 1.404 -2.088 -10.5870 -8.5099 7.4437
C -1.285 1.744 -2.567 -1.9864 -1.6344 -4.0650
C -1.850 0.821 -3.686 1.2016 2.0207 2.8230
C -3.121 1.120 -4.141 3.6552 -7.0544 -3.6469
C -3.900 2.126 -3.780 -5.6387 -6.4287 -7.6959
C -3.330 2.843 -3.036 3.7153 13.1688 13.0108
C -2.005 2.890 -2.271 -5.5026 -13.1990 -13.5060
C -1.915 3.695 -1.357 7.5409 12.1017 10.3828
H -2.204 4.724 -1.488 -0.5218 0.3980 -0.6541
H -0.631 3.815 -1.357 -3.1284 0.6527 0.8166
H -2.102 3.544 -0.333 -0.5084 -1.1310 1.2793
H -4.146 3.594 -2.575 2.3261 -0.4741 -0.6235
H -4.872 2.221 -4.194 -0.7636 0.2174 0.0151
H -3.504 0.413 -4.890 0.1216 0.0857 0.1401
H -1.134 -0.053 -3.898 -1.9444 1.3986 -0.2663
C 0.105 1.894 -0.608 -2.9893 -4.6135 2.7010
O 0.987 2.526 -0.150 3.1588 2.3315 0.3864
N -0.913 1.369 0.224 1.7551 -0.4602 -0.0980
H -1.331 0.605 -0.247 -0.6891 -0.5877 -0.5299
C -0.769 1.065 1.776 5.0185 9.2812 -6.6065
C 0.554 0.604 2.290 -2.3417 3.1020 0.7452
H 1.429 1.080 1.850 -0.3065 0.7413 0.1705
H 0.650 -0.370 2.015 0.2708 -3.3736 0.2271
C 0.223 1.048 3.763 2.4860 -1.5068 -0.8380
H -0.486 0.379 4.207 -0.5635 -0.3949 0.0492
H 1.170 0.819 4.194 0.7448 0.2273 1.4798
C -0.200 2.482 3.823 -6.6104 -3.8786 -2.1025
H -1.034 2.464 4.574 1.2258 1.0926 -0.2831
H 0.568 3.102 3.869 2.8798 3.1838 0.5017
C -1.089 2.559 2.175 13.7528 -0.9974 2.7621
H -0.148 3.394 1.762 -3.4415 -2.6330 0.4000
H -1.913 3.002 2.312 -6.6562 2.6807 0.5637
H -1.586 0.672 2.002 -6.3747 -4.8755 1.9314
H 0.590 2.027 -2.412 9.5861 9.5918 -6.4230
H 1.271 -2.364 -1.659 4.5371 -1.0255 1.4209
H 0.400 -2.437 -3.227 0.7983 -0.5713 -2.5522
H -0.311 -4.372 -1.991 0.5396 -1.3572 0.0135
H -1.617 -3.383 -1.985 1.3462 1.1067 1.2766
H -1.782 -2.105 0.214 -1.8076 2.9116 -2.8583
H -0.233 -4.400 2.665 0.3359 1.1020 0.3522
H -0.199 -4.165 5.491 -1.0484 2.2973 0.2941
H -0.296 -2.321 5.949 0.6301 -0.2415 0.0852
H -1.647 -3.300 6.194 -0.8501 -0.1548 -0.5592
```
Positions in Å, forces in eV/Å.

Output
* largest force on an atom: 19.67 eV Å⁻¹
* energy above the lowest of the compared OMol25 structures with the same formula, charge and spin: 597.9 kcal per mole
* E_tot: -1570.81958 a.u.
* LUMO: 0.10 eV
* gap between HOMO and LUMO: 8.1 eV
* highest occupied orbital energy: -0.2943 Ha


The following is a DFT calculation (ωB97M-V/def2-TZVPD) of the molecule C27H38N6OS at a distorted geometry.

XYZ file:
```
73
Properties=species:S:1:pos:R:3:forces:R:3
C -1.281 -1.695 -1.421 0.0192 0.2624 -0.0334
C -0.466 -0.477 -1.839 0.2097 -0.0952 0.1322
C 0.970 -0.795 -2.285 -0.3424 0.0858 -0.2563
C 0.919 -1.600 -3.589 0.2506 0.2942 -0.0118
C 2.310 -1.842 -4.154 -0.1355 -0.2647 0.0879
C 3.129 -2.553 -3.088 0.0980 0.3015 -0.0198
C 3.114 -1.730 -1.808 0.1109 -0.3434 -0.0154
N 1.763 -1.535 -1.298 -0.0289 0.1064 -0.0357
C 1.814 -0.901 0.010 0.1910 -0.0432 0.1447
C 2.274 -1.860 1.116 -0.2024 -0.0799 -0.2397
C 1.355 -3.075 1.232 0.2476 -0.2014 0.0970
N 0.133 -2.740 1.927 0.2042 0.3056 -0.3301
C -0.400 -3.512 2.886 -0.3546 0.3365 0.0689
O 0.053 -4.578 3.243 0.0865 -0.4295 0.2039
C -1.647 -2.911 3.536 -0.2579 -0.0357 -0.2418
S -3.040 -2.627 2.382 0.0151 -0.4193 0.2938
C -2.694 -1.034 1.820 0.4373 0.7430 -0.0701
N -3.554 -0.357 1.049 -0.5906 -0.3212 -0.1151
C -2.939 0.786 0.810 0.8594 -0.2061 0.5003
N -3.326 1.826 0.102 -0.4920 0.2520 -0.4059
C -2.505 2.848 -0.011 0.0202 -0.1459 0.1092
C -3.033 3.995 -0.813 0.0036 0.0422 -0.0212
C -1.227 2.879 0.602 -0.0330 -0.2186 0.2847
C -0.261 4.016 0.399 -0.0031 -0.1519 -0.0375
C 0.872 3.586 -0.503 0.1603 0.1568 0.0323
C 2.193 3.647 -0.082 -0.1183 0.0748 -0.0392
C 3.222 3.236 -0.911 0.0311 -0.0568 -0.0982
C 2.961 2.764 -2.190 0.0211 -0.0085 0.0519
C 4.071 2.336 -3.100 -0.0037 0.0711 -0.0402
C 1.638 2.713 -2.615 0.0069 0.1138 0.0389
C 0.609 3.108 -1.782 0.0618 0.0268 0.0036
C -0.841 1.803 1.380 0.1604 0.4499 -0.1044
C 0.435 1.704 2.143 -0.0241 -0.1399 0.0254
N -1.700 0.774 1.458 -1.1269 0.2300 -0.6893
N -1.555 -0.391 2.096 0.3331 -0.6311 0.5818
H -1.476 -2.339 -2.274 -0.0241 -0.1503 -0.0521
H -2.243 -1.385 -1.017 -0.0861 -0.0531 0.0388
H -0.752 -2.274 -0.670 0.0110 -0.1564 0.1347
H -0.449 0.260 -1.031 -0.0359 0.0730 -0.0132
H -0.963 0.014 -2.680 0.0466 0.0919 -0.0097
H 1.463 0.176 -2.495 -0.0159 -0.1675 -0.0052
H 0.453 -2.564 -3.386 -0.1131 -0.0545 -0.0076
H 0.303 -1.063 -4.313 -0.0872 -0.0001 0.0009
H 2.253 -2.442 -5.064 0.0376 0.0467 -0.0575
H 2.782 -0.889 -4.408 0.0325 0.0470 -0.0498
H 2.693 -3.533 -2.886 0.0262 -0.0857 0.0209
H 4.161 -2.695 -3.414 0.0250 -0.0532 0.0208
H 3.697 -2.251 -1.049 0.0491 0.0911 -0.0153
H 3.600 -0.753 -1.997 0.0099 -0.0091 0.0462
H 2.477 -0.014 -0.002 -0.1330 0.0257 -0.0109
H 0.813 -0.561 0.266 -0.0921 0.1183 0.0189
H 3.290 -2.204 0.925 0.0578 0.0344 0.0294
H 2.286 -1.318 2.064 0.0666 -0.0131 0.0499
H 1.134 -3.443 0.224 0.0634 -0.0644 0.1069
H 1.830 -3.877 1.803 -0.0329 0.0768 -0.1224
H -0.292 -1.839 1.745 0.0005 -0.1099 0.1192
H -2.023 -3.614 4.278 0.0774 0.0536 -0.0507
H -1.415 -1.955 4.002 0.0094 -0.0405 0.0829
H -4.016 3.725 -1.189 -0.0015 0.0211 -0.0165
H -3.124 4.883 -0.190 0.0186 0.1233 -0.0196
H -2.381 4.229 -1.651 0.0518 0.1062 -0.0716
H -0.774 4.867 -0.047 0.0028 0.0303 0.1144
H 0.144 4.335 1.362 -0.0105 0.0971 -0.0351
H 2.426 4.025 0.904 -0.0104 0.0279 0.1228
H 4.242 3.287 -0.559 0.1096 -0.0115 0.0230
H 4.968 2.094 -2.536 0.0702 -0.0420 -0.0155
H 3.777 1.468 -3.687 0.0343 -0.0788 -0.0436
H 4.314 3.140 -3.796 0.0762 0.0001 -0.0722
H 1.411 2.364 -3.612 -0.0191 -0.0786 -0.1005
H -0.411 3.041 -2.131 -0.1493 -0.0226 -0.0464
H 0.444 0.781 2.716 0.0695 0.0182 0.0354
H 0.532 2.548 2.825 0.0197 0.0573 0.0209
H 1.288 1.719 1.466 0.0310 -0.0094 -0.0220
```
Positions in Å, forces in eV/Å.

Output
* SMILES: CC[C@@H]1CCCCN1CCCNC(=O)CSc1nc2nc(C)c(Cc3ccc(C)cc3)c(C)n2n1
* largest force on an atom: 1.34 eV Å⁻¹
* E_tot: -1853.67619 a.u.
* LUMO: 0.26 eV
* gap between HOMO and LUMO: 8.8 eV
* highest occupied orbital energy: -0.3131 Ha


The following is a DFT calculation (ωB97M-V/def2-TZVPD) of C27H39Br9O12 as an isolated structure at a distorted geometry.

XYZ file:
```
87
Properties=species:S:1:pos:R:3:forces:R:3
O -4.077 -1.791 -2.525 0.2921 -0.3238 -0.4592
C -3.837 -1.080 -3.466 -1.4455 0.8624 1.3442
O -2.601 -0.756 -3.829 1.0379 -0.7644 -0.1175
C -2.571 0.265 -4.821 -0.1125 0.6840 0.0938
C -3.934 0.937 -4.697 -0.4728 0.4138 0.0315
C -4.833 -0.216 -4.222 0.4509 -0.0839 -1.3311
H -2.368 -0.141 -5.814 -0.1352 -0.2513 0.0978
H -1.740 0.918 -4.556 -0.0687 0.0446 -0.1539
H -4.234 1.431 -5.621 -0.1282 -0.2683 -0.1044
H -3.966 1.706 -3.923 0.4375 -0.2017 -0.2096
H -5.184 -0.778 -5.094 -0.0310 -0.1390 0.0772
H -5.714 0.080 -3.664 0.1871 -0.0907 0.3624
O 1.681 -0.033 0.196 0.2147 0.0974 -0.0393
C 0.601 0.264 -0.248 -0.2207 -1.4038 0.6628
O 0.473 1.103 -1.260 0.7823 0.6892 -0.3756
C -0.855 1.286 -1.685 -1.9234 0.0825 0.7734
C -1.719 0.509 -0.662 -1.1104 -0.3910 -0.0001
C -0.743 -0.284 0.233 -0.5706 1.6626 -1.7628
H -0.984 0.978 -2.719 0.2510 -0.3017 0.1720
H -1.198 2.320 -1.606 0.7570 0.2182 -0.1975
H -2.479 -0.122 -1.128 0.4559 -0.2478 -0.2978
H -2.373 1.141 -0.056 0.4700 0.5062 -0.0517
H -0.895 -1.323 -0.035 0.6371 -0.2223 0.6104
H -0.932 0.010 1.259 0.3381 -0.6284 0.2966
O -4.107 2.488 -2.053 -0.2579 -0.1112 0.4399
C -4.286 3.611 -1.680 1.0334 0.2350 0.0884
O -4.302 4.630 -2.578 0.0174 0.2550 -0.1055
C -4.319 5.942 -1.968 -0.5346 -0.8762 0.9154
C -4.577 5.643 -0.503 0.5515 1.2447 2.3348
C -4.439 4.142 -0.263 -1.4926 0.8755 -0.4648
H -5.156 6.515 -2.353 0.2676 0.0503 -0.5303
H -3.357 6.436 -2.071 -0.0259 -0.0420 -0.5511
H -5.478 6.091 -0.073 -0.5355 -0.4876 -0.7147
H -3.882 6.157 0.174 0.4901 -0.0269 -0.5408
H -5.402 3.800 0.122 0.1483 -0.4634 -0.0340
H -3.697 3.933 0.500 0.3636 -0.5293 -0.5101
O 6.515 -4.692 -0.558 0.4366 0.1170 0.1406
C 6.246 -3.526 -0.604 -0.1192 0.3749 0.2774
O 5.205 -3.090 -1.328 -0.2020 -0.1777 -0.4251
C 4.931 -1.709 -1.156 -0.0618 0.4916 -0.2253
C 6.168 -1.124 -0.488 -0.4423 0.8072 0.6299
C 6.905 -2.338 0.092 0.1290 -0.0329 -1.0521
H 4.020 -1.571 -0.567 0.2477 -0.0999 0.1181
H 4.699 -1.262 -2.120 0.2012 -0.2621 -0.1175
H 5.822 -0.391 0.244 0.2190 -0.2068 0.2721
H 6.754 -0.520 -1.180 0.2182 -0.4100 -0.1489
H 6.856 -2.483 1.168 0.0768 0.1298 0.0257
H 7.932 -2.345 -0.271 0.1681 -0.0435 0.5055
O 2.077 -2.724 -2.644 -0.1808 0.1865 0.8339
C 2.364 -3.468 -1.732 -0.2238 0.6731 -1.5097
O 3.080 -4.557 -2.013 -0.1250 -1.2210 0.3614
C 3.396 -5.248 -0.795 0.6173 0.7182 1.1786
C 2.262 -4.824 0.169 1.0906 0.1154 -0.5783
C 1.993 -3.369 -0.257 0.0261 -1.7334 -1.3482
H 4.389 -4.889 -0.503 -0.5510 -0.3390 0.1604
H 3.484 -6.329 -0.870 -0.3220 0.0250 -0.7040
H 2.549 -4.887 1.215 -0.2112 -0.4151 0.0347
H 1.472 -5.509 -0.139 -0.5933 0.3427 0.6775
H 2.693 -2.657 0.175 -0.6181 0.1529 0.4624
H 0.922 -3.181 -0.261 0.3178 0.8481 0.5915
O -1.122 -1.291 5.481 0.0639 -0.2671 0.7140
C -1.078 -0.124 5.751 -2.7451 0.3212 -0.6089
O -1.242 0.378 6.980 0.1865 0.1131 1.2508
C -1.218 1.826 7.003 1.3240 -0.1081 -1.2355
C -0.692 2.191 5.585 -0.7625 0.8899 -0.3186
C -1.116 1.010 4.766 1.0177 -0.7858 -0.9011
H -0.483 2.147 7.735 -0.2417 -0.1253 0.3453
H -2.194 2.256 7.208 -0.1686 -0.3257 0.0794
H 0.384 2.350 5.530 0.0281 -0.1690 0.3017
H -1.166 3.084 5.174 0.1119 0.1693 0.3391
H -0.404 0.657 4.011 -0.4060 0.8305 -0.1212
H -2.073 1.111 4.256 -0.2763 -0.1465 0.4106
C -2.406 -3.499 0.979 -0.9556 -0.5761 0.5165
Br -1.549 -3.908 -0.711 -0.4535 0.0959 0.6709
Br -1.274 -2.841 2.398 0.0095 -0.4108 -0.1551
Br -3.562 -4.988 1.643 0.7818 0.3198 -0.3328
H -3.192 -2.766 0.868 0.3889 0.3070 -0.5821
C 2.283 -0.042 3.102 -0.1389 0.8989 0.6877
Br 1.454 -0.605 4.790 1.8130 -0.2122 -1.1669
Br 4.189 -0.333 3.193 -0.4404 -0.0140 -0.3733
Br 1.877 1.862 2.669 0.1984 -0.4907 0.5918
H 1.786 -0.516 2.264 0.4224 -0.5157 0.0690
C 3.441 2.522 -0.630 -0.0691 0.0728 -0.5331
Br 3.912 1.419 -2.182 -0.2921 0.5772 0.6363
Br 2.530 4.164 -1.197 0.5328 -0.2880 0.1815
Br 4.991 2.787 0.503 -0.4590 0.1383 -0.3187
H 2.671 2.027 -0.054 0.3141 -0.4068 -0.0567
```
Positions in Å, forces in eV/Å.

Output
* largest force on an atom: 2.83 eV Å⁻¹
* energy above the lowest of the compared OMol25 structures with the same formula, charge and spin: 0.0 kcal per mole
* E_tot: -25121.19407 a.u.
* LUMO: -0.32 eV
* gap between HOMO and LUMO: 9.2 eV
* highest occupied orbital energy: -0.3513 Ha